Here is the ion C10H8N3O2 with charge +1 in a non-equilibrium geometry from OMol25. Energies are from ωB97M-V with the def2-TZVPD basis set.

XYZ file:
```
23
Properties=species:S:1:pos:R:3:forces:R:3:nbo_charge:R:1
N -3.20366 -1.26976 -2.49788 -0.4 -1.9 -1.0 -0.115
N -2.66128 -0.41459 -1.87942 1.2 1.3 -0.9 -0.023
C -2.37735 0.17589 -0.75662 0.3 0.6 1.1 0.402
C -3.35230 0.97950 -0.09843 0.7 1.2 1.3 -0.361
C -2.94425 1.44899 1.13183 -1.9 -0.6 -2.8 0.276
O -1.78325 1.32720 1.70347 1.7 -0.7 -1.0 -0.367
C -0.86847 0.79481 0.86236 0.2 -1.5 0.5 0.869
O 0.26918 0.78218 1.47493 -0.4 0.4 -0.7 -0.397
C 1.33405 0.15137 0.82475 1.0 0.9 -2.2 0.237
C 2.16307 -0.53338 1.65820 -3.9 -1.0 2.3 -0.244
C 3.20829 -1.19490 1.14502 2.7 -1.0 0.5 -0.187
C 3.62418 -1.03494 -0.18650 0.9 -1.3 1.8 -0.195
C 2.76704 -0.33583 -1.03891 0.8 -0.6 1.5 -0.194
C 1.61493 0.29089 -0.54556 0.3 1.2 -0.8 -0.251
N -1.10076 0.19570 -0.26905 -0.7 -0.1 0.1 -0.515
H -3.11808 -1.19734 -3.56965 -0.1 0.6 1.5 0.373
H -4.25215 1.35907 -0.57841 0.0 -0.5 0.4 0.277
H -3.54830 1.96646 1.76516 -2.1 1.5 1.4 0.221
H 1.57610 -0.81134 2.61479 2.0 0.6 -1.0 0.237
H 3.80550 -1.80256 1.86356 -0.4 0.4 -0.9 0.232
H 4.64860 -1.56722 -0.29016 -2.0 1.2 -1.1 0.253
H 3.05936 -0.32664 -2.04577 0.0 0.6 -1.4 0.229
H 1.13954 1.01645 -1.28770 0.2 -1.3 1.5 0.243
```
Positions in Å, forces in eV/Å.

The value obtained for the gap between HOMO and LUMO (alpha / beta) is 7.340 / 7.340 eV. The calculation puts the relative energy (zero: lowest compared OMol25 entry of this formula, charge and spin) at 0.00 kJ/mol. As for the SMILES: N=[N+]=c1ccoc(Oc2ccccc2)n1. Its net charge is +1. The energy is -700.213473 a.u.